C21H24B12Br6N7Rb as an isolated structure. Source: OMol25; level of theory: ωB97M-V/def2-TZVPD.

The geometry in XYZ format:
```
71
Properties=species:S:1:pos:R:3
Rb -0.67 0.87 0.62
C -1.56 3.43 2.87
C -1.35 2.23 3.57
N -0.08 1.84 3.50
N 0.55 2.77 2.75
C -0.31 3.74 2.37
B 2.09 2.71 2.55
N 2.40 3.15 1.06
C 2.63 4.36 0.55
C 2.73 4.27 -0.83
C 2.53 2.93 -1.13
N 2.33 2.29 0.03
N 2.55 1.27 2.73
C 3.21 0.73 3.76
C 3.27 -0.64 3.56
C 2.60 -0.84 2.35
N 2.15 0.31 1.86
H -2.47 3.98 2.73
H -2.06 1.63 4.12
H 0.01 4.58 1.78
H 2.68 3.47 3.27
H 2.71 5.21 1.21
H 2.88 5.07 -1.54
H 2.50 2.41 -2.07
H 3.59 1.34 4.56
H 3.73 -1.37 4.20
H 2.42 -1.75 1.81
C -2.96 -3.31 -0.80
C -2.18 -4.14 -1.59
C -0.83 -3.88 -1.69
C -0.29 -2.80 -1.00
N -1.05 -1.99 -0.25
C -2.35 -2.25 -0.16
C 1.15 -2.48 -1.09
C 2.16 -3.44 -1.22
C 3.52 -3.12 -1.32
C 3.98 -1.80 -1.29
C 2.91 -0.94 -1.16
C 1.71 -1.21 -1.05
H -4.03 -3.46 -0.70
H -2.62 -4.97 -2.13
H -0.19 -4.49 -2.31
H -2.93 -1.58 0.46
H 1.88 -4.49 -1.22
H 4.24 -3.92 -1.41
H 5.03 -1.54 -1.37
H 2.26 1.29 0.28
Br -3.75 1.30 -1.05
B -3.17 2.26 -2.66
B -4.34 2.77 -3.89
C -3.45 2.76 -5.33
B -3.17 1.48 -4.25
B -1.86 2.18 -5.21
B -2.21 3.91 -5.44
B -3.74 4.27 -4.62
B -3.53 3.99 -2.89
Br -4.49 5.02 -1.54
B -2.20 4.70 -3.86
Br -1.63 6.54 -3.63
B -1.03 3.40 -4.22
Br 0.88 3.74 -4.42
B -1.64 1.89 -3.49
Br -0.41 0.50 -2.85
B -1.85 3.45 -2.64
Br -0.89 3.89 -1.00
H -5.49 2.53 -3.88
H -3.99 2.53 -6.23
H -3.55 0.38 -4.48
H -1.36 1.55 -6.08
H -1.95 4.43 -6.47
H -4.50 5.03 -5.11
```

For the HOMO-LUMO gap, the calculation gives 0.3121 Eh. The value obtained for the total energy is -16964.809578 Ha. The calculation puts the energy above the lowest of the compared OMol25 structures with the same formula, charge and spin at 61.5 kcal/mol. The HOMO energy is -9.248 eV. The spin multiplicity is 1.



A 7-piece molecular cluster, C26H27N7O6 overall. Source: OMol25; level of theory: ωB97M-V/def2-TZVPD.

The geometry in XYZ format:
```
66
Properties=species:S:1:pos:R:3
C 4.80 4.50 1.02
C 3.93 3.84 1.97
N 3.22 3.28 2.69
H 4.23 5.00 0.24
H 5.46 3.71 0.65
H 5.51 5.15 1.53
C 1.14 1.26 -1.30
C 1.91 2.51 -1.39
N 2.38 3.55 -1.46
H 1.85 0.43 -1.27
H 0.55 1.05 -2.19
H 0.69 1.16 -0.31
C -1.72 -0.89 -3.18
C -1.67 0.45 -3.69
N -1.61 1.46 -4.16
H -1.14 -1.08 -2.28
H -1.38 -1.46 -4.04
H -2.76 -1.16 -2.96
C -4.47 0.45 -1.27
C -3.07 0.51 -0.92
N -1.93 0.60 -0.65
H -4.91 1.44 -1.13
H -4.91 -0.40 -0.75
H -4.57 0.20 -2.32
C -2.76 -3.59 1.65
C -1.56 -4.29 1.45
C -0.34 -3.58 1.34
C -0.35 -2.20 1.47
C -1.58 -1.52 1.74
C -2.79 -2.15 1.84
N 0.90 -1.54 1.55
O 0.96 -0.40 1.25
O 1.96 -2.22 1.61
H -3.71 -4.08 1.81
H -1.67 -5.36 1.47
H 0.57 -4.15 1.19
H -1.42 -0.46 1.87
H -3.59 -1.46 2.08
C 3.45 -2.88 -1.60
C 2.38 -2.71 -2.52
C 1.57 -3.83 -2.77
C 1.80 -5.11 -2.19
C 2.88 -5.25 -1.34
C 3.69 -4.15 -1.08
N 1.00 -6.30 -2.59
O 1.20 -7.35 -2.05
O 0.10 -6.32 -3.41
H 4.04 -1.99 -1.44
H 2.24 -1.75 -3.00
H 0.72 -3.63 -3.40
H 3.12 -6.21 -0.91
H 4.53 -4.19 -0.41
C -2.28 2.94 2.68
C -2.87 4.12 3.05
C -2.17 5.29 2.90
C -0.91 5.24 2.32
C -0.22 4.01 2.05
C -0.96 2.86 2.17
N -0.19 6.50 2.09
O 0.86 6.45 1.45
O -0.74 7.54 2.40
H -2.85 2.03 2.62
H -3.90 4.05 3.37
H -2.69 6.21 3.14
H 0.73 4.00 1.55
H -0.71 1.89 1.78
```

For the HOMO-LUMO gap (spin up / spin down), the calculation gives 0.2095 / 0.0784 Eh. The value obtained for the total energy is -1840.917183 Ha. As for the expectation value of S²: 0.779. Its net charge is +1. The HOMO energy (spin up / spin down) is -11.897 / -11.889 eV. The spin multiplicity is 2.



C59H45ClIInN5P as an isolated structure. Source: OMol25; level of theory: ωB97M-V/def2-TZVPD.

The geometry in XYZ format:
```
113
Properties=species:S:1:pos:R:3
In -0.83 1.08 0.13
C 1.29 -3.83 -1.91
C 1.84 -3.71 -0.70
C 1.93 -2.48 0.13
C 1.37 -0.61 -1.56
C 0.73 -1.44 -2.55
C 0.67 -2.79 -2.69
N 1.00 0.70 -1.52
C 0.66 1.31 -2.69
C 1.48 1.15 -3.84
C 1.19 1.78 -5.01
C 0.05 2.59 -5.13
C -0.76 2.78 -4.05
C -0.49 2.15 -2.81
N -1.34 2.21 -1.76
N -2.44 2.84 -1.90
C -3.33 2.73 -0.84
C -4.49 3.52 -0.88
C -5.43 3.37 0.11
C -5.20 2.47 1.15
C -4.01 1.76 1.13
N -3.11 1.86 0.16
H 1.27 -4.81 -2.36
H 2.28 -4.60 -0.26
H 2.62 -2.66 0.95
H 0.12 -0.89 -3.25
H 0.07 -3.14 -3.53
H 2.36 0.53 -3.74
H 1.85 1.65 -5.87
H -0.18 3.07 -6.08
H -1.64 3.41 -4.10
H -4.61 4.22 -1.69
H -6.33 3.97 0.10
H -5.91 2.32 1.94
H -3.77 1.06 1.93
I -1.06 -0.40 3.58
C 0.07 -2.20 3.66
C -0.67 -3.29 4.03
C -0.05 -4.50 4.37
C 1.31 -4.57 4.41
C 2.10 -3.46 4.03
C 3.50 -3.55 4.17
C 4.30 -2.50 3.82
C 3.73 -1.38 3.20
C 2.37 -1.26 3.01
P 1.85 0.11 1.85
C 2.95 -0.20 0.43
C 4.15 0.41 0.26
C 4.96 0.23 -0.88
C 4.54 -0.64 -1.87
C 3.37 -1.36 -1.74
C 2.40 -1.18 -0.59
C 2.62 1.54 2.71
C 3.03 2.66 1.97
C 3.52 3.79 2.60
C 3.57 3.84 3.99
C 3.12 2.76 4.73
C 2.63 1.62 4.10
C 1.50 -2.26 3.54
H -1.74 -3.21 4.11
H -0.66 -5.35 4.66
H 1.81 -5.47 4.74
H 3.93 -4.46 4.58
H 5.38 -2.55 3.97
H 4.39 -0.61 2.82
H 4.53 1.06 1.04
H 5.91 0.75 -0.96
H 5.16 -0.81 -2.74
H 3.15 -2.14 -2.44
H 0.94 -2.24 0.55
H 2.97 2.63 0.89
H 3.84 4.64 2.01
H 3.97 4.71 4.49
H 3.12 2.80 5.81
H 2.27 0.79 4.69
Cl -2.71 5.13 2.01
C -1.60 5.17 0.66
C -1.72 6.23 -0.23
C -0.83 6.35 -1.27
C 0.20 5.43 -1.41
C 0.29 4.37 -0.52
C -0.62 4.19 0.53
C -0.52 3.00 1.40
H -2.52 6.95 -0.10
H -0.93 7.17 -1.98
H 0.91 5.51 -2.22
H 1.06 3.62 -0.66
H -1.26 2.98 2.19
H 0.47 2.90 1.82
N -1.70 -0.41 -1.07
C -2.19 -1.55 -1.21
C -2.84 -1.90 -2.53
C -2.56 -1.11 -3.65
C -3.14 -1.37 -4.88
C -4.03 -2.43 -5.01
C -4.35 -3.20 -3.91
C -3.76 -2.94 -2.67
C -2.19 -2.61 -0.15
C -1.84 -3.93 -0.43
C -1.92 -4.90 0.56
C -2.35 -4.56 1.84
C -2.66 -3.24 2.13
C -2.58 -2.27 1.15
H -1.89 -0.27 -3.53
H -2.89 -0.75 -5.73
H -4.50 -2.63 -5.97
H -5.06 -4.01 -4.00
H -4.04 -3.54 -1.82
H -1.50 -4.19 -1.42
H -1.67 -5.93 0.33
H -2.43 -5.33 2.60
H -2.99 -2.98 3.13
H -2.84 -1.24 1.36
```

For the HOMO-LUMO gap (spin up / spin down), the calculation gives 0.1597 / 0.2092 Eh. The value obtained for the total energy is -3838.305801 Ha. The calculation puts the energy above the lowest of the compared OMol25 structures with the same formula, charge and spin at 80.3 kcal/mol. The HOMO energy (spin up / spin down) is -5.596 / -6.556 eV. The spin multiplicity is 1.